(1)
47
Properties=species:S:1:pos:R:3 method="wB97M-V/def2-TZVPD" total_charge=-2 spin_multiplicity=1 e_above_lowest_kcal_mol=7.52 lumo_ev=3.993 homo_lumo_gap_ev=6.2
La 0.346 0.172 0.232
N -3.042 0.299 2.810
C -1.868 0.858 3.222
N -1.715 1.605 4.402
N -0.451 1.927 4.398
N 0.145 1.447 3.357
N -0.740 0.748 2.556
C -3.055 -0.600 1.715
N -4.137 -1.305 1.558
N -3.936 -2.036 0.460
N -2.807 -1.639 -0.048
N -2.221 -0.738 0.732
H -3.954 0.620 3.202
S 0.005 3.134 -0.900
C -0.804 2.276 -2.154
N -0.953 0.966 -2.169
C -1.473 0.466 -3.329
C -1.737 -0.881 -3.649
C -2.093 -1.242 -4.931
C -2.394 -0.235 -5.852
C -2.271 1.123 -5.541
C -1.801 1.453 -4.264
S -1.435 3.058 -3.606
H -1.680 -1.688 -2.878
H -2.172 -2.292 -5.096
H -2.627 -0.566 -6.876
H -2.437 1.823 -6.338
O 4.827 -4.396 -0.847
C 3.930 -3.579 -0.710
C 2.594 -3.799 -0.009
O 2.265 -4.774 0.599
C 1.888 -2.532 -0.166
C 2.654 -1.611 -0.864
O 2.338 -0.394 -1.162
C 3.989 -2.135 -1.169
O 4.888 -1.475 -1.612
O 0.660 -2.302 0.237
C 1.993 2.996 2.940
C 1.631 1.517 3.124
C 2.274 0.831 4.388
O 1.818 0.861 1.956
H 1.944 3.595 3.858
H 1.334 3.379 2.186
H 3.019 3.115 2.503
H 2.210 1.504 5.267
H 3.310 0.568 4.024
H 1.739 -0.120 4.443

(2)
45
Properties=species:S:1:pos:R:3 method="wB97M-V/def2-TZVPD" total_charge=-1 spin_multiplicity=1 e_above_lowest_kcal_mol=193.41 lumo_ev=1.448 homo_lumo_gap_ev=5.5
Pb 0.854 0.063 -0.692
C 3.171 -2.823 -5.144
S 3.393 -3.513 -3.494
C 2.376 -2.525 -2.437
S 1.419 -1.255 -3.035
N 2.476 -2.998 -1.219
N 1.688 -2.383 -0.306
C 1.782 -2.807 0.897
C 0.770 -2.351 1.854
C 0.828 -2.683 3.217
C -0.214 -2.313 4.034
C -1.310 -1.640 3.482
C -1.269 -1.323 2.140
N -0.248 -1.664 1.344
H 4.150 -2.780 -5.619
H 2.761 -1.819 -5.073
H 2.502 -3.445 -5.734
H 2.526 -3.548 1.177
H 1.697 -3.198 3.608
H -0.189 -2.539 5.092
H -2.150 -1.331 4.088
H -2.076 -0.783 1.653
Cl -0.275 1.665 2.612
C -2.292 1.425 -0.493
C -1.577 0.542 -1.401
C -2.172 0.298 -2.633
Cl -1.471 -0.804 -3.792
C -3.368 0.893 -3.072
Cl -4.063 0.513 -4.621
C -3.978 1.821 -2.247
Cl -5.425 2.625 -2.775
C -3.454 2.094 -1.007
Cl -4.197 3.262 0.048
Br 0.965 3.646 0.777
C 1.796 5.014 -0.283
Br 2.086 4.488 -2.129
H 2.769 5.236 0.132
H 1.136 5.870 -0.300
Cl -0.291 2.713 5.241
C -1.231 2.364 3.802
C 1.878 0.820 2.385
O -1.920 1.590 0.689
O 2.896 0.543 2.765
H -2.274 2.572 3.685
H -0.478 0.471 2.786

(3)
43
Properties=species:S:1:pos:R:3 method="wB97M-V/def2-TZVPD" total_charge=-2 spin_multiplicity=1 e_above_lowest_kcal_mol=0.00 lumo_ev=3.870 homo_lumo_gap_ev=6.5
Cs -1.356 0.870 0.467
O -7.859 4.025 -0.015
C -6.705 3.413 0.052
C -5.472 4.038 -0.186
C -4.248 3.304 -0.091
N -4.398 2.005 0.120
C -5.525 1.328 0.221
C -6.755 2.028 0.267
C -5.399 -0.211 0.341
O -6.503 -0.819 0.364
O -4.197 -0.613 0.323
C -2.947 4.099 -0.197
O -3.057 5.049 -1.014
O -1.952 3.770 0.496
H -7.767 4.960 -0.236
H -5.358 5.148 -0.320
H -7.677 1.552 0.512
N 7.692 -1.512 0.456
C 6.391 -1.275 0.209
C 5.981 -0.382 -0.822
C 4.729 0.125 -0.846
C 3.786 -0.309 0.111
C 4.078 -1.386 0.924
C 5.380 -1.843 1.022
S 2.134 0.331 0.065
O 2.229 1.639 -0.526
O 1.653 0.256 1.406
N 1.309 -0.579 -0.888
C 1.056 -1.873 -0.813
N 2.008 -2.822 -0.846
C 1.680 -4.061 -0.492
C 0.370 -4.423 -0.194
C -0.610 -3.419 -0.303
N -0.305 -2.178 -0.644
H 8.412 -0.906 0.018
H 8.009 -1.961 1.327
H 6.820 0.022 -1.390
H 4.483 0.932 -1.576
H 3.289 -1.837 1.478
H 5.643 -2.651 1.702
H 2.514 -4.785 -0.409
H 0.104 -5.399 0.114
H -1.659 -3.648 -0.186

(4)
38
Properties=species:S:1:pos:R:3 method="wB97M-V/def2-TZVPD" total_charge=-1 smiles="Cc1ccc([S@@](=O)([O-])=NC(=O)[C@@H](C#N)c2ccc(C(F)(F)F)cc2)cc1" spin_multiplicity=1 lumo_ev=2.614 homo_lumo_gap_ev=8.4
C -0.098 -7.121 6.938
C -1.119 -6.050 6.686
C -1.937 -6.125 5.550
C -2.883 -5.120 5.287
C -3.007 -4.013 6.135
S -4.181 -2.683 5.699
O -5.401 -3.406 5.389
O -4.190 -1.825 6.860
N -3.573 -1.946 4.265
C -3.580 -0.706 3.874
O -3.661 0.475 4.254
C -3.338 -0.730 2.306
C -4.284 0.163 1.578
N -5.065 0.908 1.139
C -1.933 -0.554 1.720
C -1.037 -1.634 1.600
C 0.328 -1.408 1.467
C 0.802 -0.089 1.380
C 2.279 0.148 1.292
F 2.576 1.308 0.647
F 2.930 -0.853 0.651
F 2.823 0.239 2.568
C -0.083 0.954 1.370
C -1.443 0.745 1.471
C -2.212 -3.962 7.292
C -1.272 -4.970 7.562
H 0.465 -6.925 7.853
H -0.567 -8.107 7.031
H 0.616 -7.190 6.109
H -1.836 -6.980 4.870
H -3.525 -5.208 4.422
H -3.685 -1.789 2.090
H -1.405 -2.668 1.707
H 1.028 -2.228 1.437
H 0.299 1.996 1.283
H -2.139 1.606 1.473
H -2.338 -3.134 7.983
H -0.650 -4.915 8.467

(5)
39
Properties=species:S:1:pos:R:3 method="wB97M-V/def2-TZVPD" total_charge=-1 spin_multiplicity=1 e_above_lowest_kcal_mol=0.00 lumo_ev="1.127 / 1.218" homo_lumo_gap_ev="5.0 / 5.2"
Ir 0.492 -1.012 0.137
C 4.137 -2.243 -2.077
O 4.016 -1.243 -3.087
C 3.313 -0.085 -2.887
C 3.582 0.900 -3.821
C 2.937 2.135 -3.772
C 2.022 2.389 -2.785
C 1.697 1.410 -1.825
C 0.693 1.725 -0.877
N 0.172 0.909 0.000
N -0.826 1.398 0.780
C -1.320 0.481 1.582
O -0.840 -0.719 1.651
C -2.441 0.840 2.455
C -2.908 -0.072 3.400
C -3.958 0.266 4.236
C -4.562 1.512 4.136
C -4.111 2.418 3.184
C -3.059 2.089 2.350
C 2.360 0.139 -1.862
O 2.127 -0.781 -0.969
H 4.866 -2.953 -2.467
H 3.198 -2.755 -1.885
H 4.503 -1.824 -1.140
H 4.315 0.681 -4.585
H 3.159 2.884 -4.520
H 1.520 3.348 -2.734
H 0.246 2.713 -0.894
H -2.434 -1.043 3.463
H -4.311 -0.446 4.971
H -5.383 1.772 4.792
H -4.588 3.386 3.093
H -2.694 2.780 1.604
O -2.765 -3.707 -0.040
C -1.740 -3.099 -0.246
O -1.362 -2.083 -0.853
C -0.279 -3.920 0.405
O -0.443 -5.085 0.647
O 0.671 -3.106 0.442

(6)
37
Properties=species:S:1:pos:R:3 method="wB97M-V/def2-TZVPD" total_charge=+2 spin_multiplicity=2 e_above_lowest_kcal_mol=93.69 lumo_ev="-11.351 / -10.922" homo_lumo_gap_ev="4.1 / 4.7"
Ir 0.002 -0.648 0.017
O -1.184 3.448 -0.010
C -1.138 2.248 -0.016
N 0.000 1.501 -0.023
C 1.139 2.248 -0.004
O 1.182 3.448 0.011
C 2.380 1.387 0.000
C 3.620 2.007 -0.005
C 4.751 1.202 -0.001
C 4.597 -0.175 0.007
C 3.313 -0.704 0.013
N 2.230 0.063 0.012
C -2.380 1.386 -0.011
C -3.620 2.006 -0.001
C -4.751 1.200 0.001
C -4.597 -0.176 -0.008
C -3.312 -0.706 -0.016
N -2.230 0.062 -0.015
H 3.675 3.084 -0.012
H 5.733 1.652 -0.004
H 5.454 -0.831 0.009
H 3.152 -1.774 0.022
H -3.675 3.083 0.005
H -5.733 1.651 0.008
H -5.454 -0.832 -0.009
H -3.151 -1.775 -0.025
Se 0.011 -2.964 0.114
C -0.001 -4.888 0.007
C -1.199 -5.575 0.144
C -1.146 -6.965 0.114
N -0.004 -7.578 -0.039
C 1.138 -6.962 -0.181
C 1.194 -5.572 -0.168
H -2.136 -5.058 0.275
H -2.039 -7.566 0.222
H 2.030 -7.563 -0.302
H 2.132 -5.054 -0.286

(7)
34
Properties=species:S:1:pos:R:3 method="wB97M-V/def2-TZVPD" total_charge=+2 spin_multiplicity=1 lumo_ev=-7.880 homo_lumo_gap_ev=6.1
C 4.608 -1.035 -0.668
C 4.808 0.145 0.453
C 3.796 1.426 0.303
C 2.264 1.055 -0.147
C 1.626 1.942 -1.397
C 0.102 1.783 -1.987
C -0.880 0.666 -1.296
C -0.253 -0.273 -0.066
C 1.297 -0.092 0.515
Br 1.943 -1.241 2.024
C -1.318 -1.414 0.534
O -0.874 -2.661 0.829
C -2.912 -0.951 0.691
C -3.810 -1.460 1.976
C -5.374 -0.918 2.081
C -5.990 0.103 0.910
C -5.059 0.567 -0.398
C -3.507 0.044 -0.513
C -2.468 0.425 -1.762
O -2.895 0.554 -3.025
H 4.598 -0.610 -1.767
H 3.695 -1.731 -0.423
H 5.572 -1.734 -0.592
H 4.783 -0.248 1.577
H 5.913 0.575 0.313
H 3.781 2.064 1.305
H 4.261 2.122 -0.546
H 2.307 2.767 -1.925
H -0.268 2.467 -2.891
H -3.327 -2.191 2.782
H -6.080 -1.221 2.995
H -7.104 0.430 1.065
H -5.532 1.299 -1.209
Ca 2.296 -2.654 0.258

(8)
37
Properties=species:S:1:pos:R:3 method="wB97M-V/def2-TZVPD" smiles="C#CCOC(=O)[C@H](C)Oc1ccc(Oc2ncc(Cl)cc2Cl)cc1" spin_multiplicity=1 e_above_lowest_kcal_mol=129.10 lumo_ev=0.132 homo_lumo_gap_ev=8.4
C 2.255 1.905 -3.292
C 1.528 1.365 -4.061
C 0.500 0.738 -4.856
O -0.380 0.016 -3.944
C -0.299 -1.333 -3.676
O 0.456 -2.079 -4.303
C -1.303 -2.030 -2.809
C -2.596 -1.156 -2.521
O -0.822 -2.722 -1.621
C -0.461 -2.166 -0.408
C -0.739 -2.855 0.765
C -0.604 -2.404 2.147
C 0.005 -1.113 2.305
O 0.201 -0.640 3.522
C 0.563 0.683 3.741
N 1.867 0.926 3.562
C 2.486 2.032 3.909
C 1.617 3.045 4.335
Cl 2.252 4.577 4.867
C 0.154 2.919 4.449
C -0.352 1.693 4.154
Cl -2.043 1.508 4.413
C 0.286 -0.357 1.177
C -0.009 -0.843 -0.155
H 2.824 2.483 -2.616
H 0.018 1.528 -5.482
H 0.906 0.143 -5.647
H -1.712 -2.868 -3.429
H -2.832 -0.470 -3.360
H -2.352 -0.492 -1.657
H -3.399 -1.642 -2.193
H -1.108 -3.924 0.706
H -0.919 -2.857 3.073
H 3.598 2.157 3.965
H -0.445 3.749 4.774
H 0.695 0.630 1.182
H 0.165 -0.149 -1.017

| no. | M (g mol⁻¹) | E_tot (Eh) |
| --- | --- | --- |
| 1 | 654.38 | -2481.6499 |
| 2 | 934.16 | -9867.9796 |
| 3 | 563.28 | -1873.9392 |
| 4 | 381.35 | -1688.0983 |
| 5 | 548.51 | -1395.5744 |
| 6 | 575.49 | -3529.5373 |
| 7 | 369.27 | -4056.3847 |
| 8 | 366.20 | -1931.5364 |